{"formula": "C7H14OPSY", "method": "wB97M-V/def2-TZVPD", "elements": ["C", "C", "C", "C", "C", "Y", "P", "H", "H", "H", "H", "H", "H", "H", "H", "C", "S", "C", "O", "H", "H", "H", "H", "H", "H"], "xyz": [[-0.301052, 0.609668, -1.013343], [-1.097994, 1.694357, -1.452824], [-0.243013, 2.675564, -2.034697], [1.101615, 2.203389, -1.965586], [1.101670, 0.935704, -1.332479], [1.518826, -1.154318, 1.715836], [-0.095764, -3.039324, 0.767329], [-0.655593, -0.352315, -0.637006], [-2.181683, 1.758118, -1.364685], [-0.567501, 3.616719, -2.474211], [1.958447, 0.272667, -1.163731], [1.982199, 2.722855, -2.342386], [0.281180, -3.692596, -0.474787], [-1.501260, -2.858810, 0.466988], [-0.227329, -4.241466, 1.572245], [-0.976046, 1.425243, 3.993671], [-0.954440, 1.415345, 2.189321], [0.084581, 2.874250, 1.917011], [0.118865, 0.294860, 1.972139], [-1.766931, 2.120954, 4.300245], [-0.003787, 1.744802, 4.386396], [-1.215193, 0.415876, 4.343329], [0.806372, 2.976170, 2.735345], [0.601394, 2.787574, 0.959418], [-0.602365, 3.730116, 1.893564]], "atomic_forces_ev_per_a": [[1.627, 0.555, -0.568], [0.560, 0.117, 0.126], [0.298, -0.566, 0.399], [-0.559, -0.105, 0.420], [-1.760, -0.303, 0.378], [1.287, 0.471, -0.002], [-1.284, -1.826, -0.730], [-0.016, 0.230, -0.069], [0.225, -0.021, -0.119], [0.096, -0.225, 0.094], [-0.212, 0.251, -0.215], [-0.254, -0.127, 0.095], [-0.268, 0.155, 0.531], [0.851, 0.008, 0.218], [0.038, 0.620, -0.609], [-0.314, 0.326, 0.109], [2.113, -0.422, -0.235], [-0.617, 0.389, 0.210], [-1.465, 1.085, 0.753], [0.181, -0.122, 0.046], [-0.246, -0.145, -0.183], [-0.009, 0.198, -0.214], [-0.238, -0.164, -0.150], [-0.289, -0.294, -0.253], [0.256, -0.085, -0.032]], "lumo_energy_ha": [-0.0120, -0.0307], "gap_ev": [5.035, 4.756], "energy_ha": -1127.97117}

---

{"formula": "C7H14P4", "method": "wB97M-V/def2-TZVPD", "elements": ["C", "C", "C", "C", "C", "C", "C", "P", "P", "P", "P", "H", "H", "H", "H", "H", "H", "H", "H", "H", "H", "H", "H", "H", "H"], "xyz": [[0.624072, 2.557784, 0.646892], [-0.639133, 1.966163, 0.225232], [1.509349, 1.585512, 0.890494], [-0.479893, 0.648370, 0.243582], [0.884238, 0.231092, 0.644289], [-2.165069, -0.609140, -0.463393], [1.611497, -0.624554, -0.411785], [-2.549752, -1.763367, 0.885091], [-3.409446, 0.644066, -0.902518], [1.478140, -2.442882, 0.037871], [3.451951, -0.238695, -0.458755], [0.782013, 3.617109, 0.731295], [-1.523011, 2.518123, -0.038736], [2.519019, 1.689688, 1.249631], [0.856595, -0.321519, 1.592423], [-1.702649, -1.077302, -1.327097], [1.185973, -0.428983, -1.401927], [-1.240499, -2.165221, 1.163517], [-2.558621, -0.819428, 1.906890], [-3.863156, 0.850290, 0.408816], [-4.440918, -0.277694, -1.142548], [2.338630, -2.895321, -0.962909], [0.359782, -2.720926, -0.745866], [3.307176, 0.983648, -1.105643], [3.663712, -0.906805, -1.664853]], "atomic_forces_ev_per_a": [[0.368, 0.065, 0.140], [-0.107, -0.205, 0.060], [-0.008, 0.127, 0.160], [-3.714, -1.989, -1.748], [0.245, 0.052, 0.086], [3.268, 1.993, 1.391], [0.251, -0.268, -0.056], [-0.340, -0.391, -0.301], [0.177, 0.123, -0.155], [0.037, 0.485, 0.189], [-0.333, -0.262, 0.309], [0.153, 0.220, 0.107], [-0.138, 0.084, -0.117], [0.113, 0.133, 0.061], [-0.018, 0.055, 0.053], [-0.044, -0.026, -0.051], [0.095, -0.056, 0.242], [0.315, -0.214, 0.118], [-0.093, 0.313, 0.357], [-0.071, 0.170, 0.282], [-0.269, -0.191, -0.180], [0.319, -0.237, -0.276], [-0.480, -0.187, -0.184], [0.076, 0.510, -0.167], [0.199, -0.304, -0.319]], "lumo_energy_ha": 0.0215, "gap_ev": 9.148, "energy_ha": -1640.32886}

---

{"formula": "C7H14Si", "method": "wB97M-V/def2-TZVPD", "elements": ["C", "C", "C", "C", "C", "C", "C", "Si", "H", "H", "H", "H", "H", "H", "H", "H", "H", "H", "H", "H", "H", "H"], "xyz": [[3.199166, -0.738852, -0.163514], [1.114434, 2.281131, -0.377266], [2.480038, -0.036707, 0.675419], [0.763772, 1.114108, 0.116633], [-0.532705, -1.346707, -1.261913], [-2.243310, 0.878466, -0.502050], [-1.116821, -0.656392, 1.779946], [-0.682224, -0.004666, 0.076875], [4.147525, -1.207145, 0.007699], [3.032382, -1.042113, -1.198480], [0.408361, 2.973291, -0.568600], [2.073293, 2.670251, -0.483732], [2.747591, 0.111885, 1.758087], [-0.158131, -0.850901, -2.240322], [0.281885, -2.171284, -1.062249], [-1.540772, -1.891074, -1.439517], [-3.135724, 0.247309, -0.321989], [-2.438960, 1.885438, 0.050114], [-2.215842, 1.071084, -1.653710], [-0.203924, -1.261828, 2.249402], [-1.441205, 0.188924, 2.521794], [-2.048668, -1.229690, 1.840288]], "atomic_forces_ev_per_a": [[0.260, -0.733, -1.327], [0.570, -2.072, 1.230], [-2.602, 2.126, 0.314], [3.887, -2.498, 0.519], [1.335, -1.437, -0.912], [-0.554, 1.908, -0.925], [1.087, 0.258, 2.422], [-1.681, -0.513, -0.190], [0.575, -0.048, 1.333], [-1.042, 0.847, -0.026], [-2.752, 2.118, -1.030], [1.834, 0.171, 0.051], [-0.356, 0.011, -1.317], [-0.896, -0.728, 1.438], [-1.594, 1.493, -0.167], [1.654, 1.032, 0.244], [0.462, 0.208, -0.036], [0.345, -1.626, -1.045], [-0.031, -0.142, 2.028], [-2.114, 1.226, -0.786], [1.200, -1.081, -1.311], [0.413, -0.519, -0.508]], "lumo_energy_ha": 0.0356, "gap_ev": 10.054, "energy_ha": -564.45954}

---

{"formula": "C7H15AgN5O2", "method": "wB97M-V/def2-TZVPD", "elements": ["Ag", "N", "N", "C", "N", "N", "N", "O", "O", "H", "H", "H", "H", "H", "C", "C", "C", "C", "C", "C", "H", "H", "H", "H", "H", "H", "H", "H", "H", "H"], "xyz": [[1.041392, -2.409551, -0.296513], [1.898135, -1.831987, 1.439201], [0.798892, -1.817067, 2.350773], [-0.530824, -2.167878, 1.922683], [-1.578840, -2.129594, 2.891651], [-0.715782, -2.510352, 0.644388], [-1.865290, -2.874159, 0.023766], [-1.815158, -3.143864, -1.135084], [-2.912590, -2.933742, 0.588352], [2.601538, -2.502763, 1.780154], [2.300318, -0.884968, 1.390507], [0.965725, -1.549313, 3.333656], [-1.354599, -1.854863, 3.858654], [-2.559516, -2.356910, 2.705504], [-0.550804, 2.209762, -2.724854], [0.194491, 2.138383, -1.390893], [1.523574, 2.886352, -1.507818], [-0.659115, 2.776175, -0.291830], [0.455177, 0.726141, -1.055224], [0.671628, -0.424797, -0.774432], [-0.751629, 3.270303, -2.988994], [-1.520145, 1.670240, -2.653534], [0.060985, 1.751626, -3.533215], [1.335143, 3.950468, -1.764095], [2.151261, 2.433694, -2.306163], [2.073937, 2.843350, -0.544204], [-0.859015, 3.839782, -0.543084], [-0.123521, 2.730138, 0.678852], [-1.626870, 2.239506, -0.202507], [1.351504, -4.074116, 0.104305]], "atomic_forces_ev_per_a": [[2.208, -1.907, -5.599], [1.699, 1.263, 4.544], [-2.212, -0.381, 0.247], [-1.791, -0.263, 0.104], [2.153, 0.417, 0.100], [-1.240, 0.496, 3.503], [0.546, 0.098, -0.202], [1.388, -0.141, -1.668], [-2.964, 0.196, 3.217], [-0.484, 0.275, -0.231], [-0.335, -0.396, -0.058], [-0.514, -0.333, -1.034], [-0.107, -0.270, -1.081], [1.074, 0.046, -0.665], [-0.289, 0.097, -0.535], [0.054, -0.517, 0.103], [0.452, 0.343, -0.104], [-0.288, 0.302, 0.261], [-0.387, 1.931, -0.170], [0.579, -0.616, -0.684], [0.045, -0.456, 0.042], [0.621, 0.285, -0.109], [-0.452, 0.238, 0.506], [0.163, -0.401, 0.106], [-0.335, 0.266, 0.553], [-0.247, 0.004, -0.588], [0.025, -0.419, 0.196], [-0.366, 0.009, -0.487], [0.565, 0.310, 0.033], [0.440, -0.475, -0.300]], "lumo_energy_ha": 0.1026, "total_charge": -1, "gap_ev": 4.599, "energy_ha": -846.62316}

---

{"formula": "C7H15FN", "method": "wB97M-V/def2-TZVPD", "elements": ["C", "C", "C", "C", "C", "C", "C", "N", "F", "H", "H", "H", "H", "H", "H", "H", "H", "H", "H", "H", "H", "H", "H", "H"], "xyz": [[-1.728955, 0.823599, 1.169316], [-0.868403, 1.354288, 0.262887], [-2.920115, 0.045852, 0.656766], [-1.322815, 0.540026, 2.571266], [3.697367, -0.033178, -1.103936], [0.839506, -1.437515, -1.018524], [2.413825, 0.345691, -0.945233], [1.230912, -0.227736, -1.753243], [-1.025926, 1.420581, -1.100108], [-2.788751, -0.947987, 1.024682], [-2.908528, 0.085843, -0.429157], [-3.822413, 0.504030, 0.966358], [-0.545251, 1.227939, 2.873149], [-0.766258, -0.413205, 2.527917], [-2.099782, 0.720381, 3.232522], [4.070208, -0.756140, -1.855987], [0.103247, 1.734464, 0.454648], [4.463047, 0.345820, -0.310487], [-0.250205, -1.528528, -1.114949], [1.288455, -2.361274, -1.352976], [1.171648, -1.392574, 0.127563], [2.271406, 1.255719, -0.331182], [1.281010, -0.591358, -2.736228], [0.446608, 0.458828, -1.710326]], "atomic_forces_ev_per_a": [[1.041, -0.362, -2.936], [-0.799, -0.519, 1.931], [1.240, 1.233, -0.681], [2.673, 0.676, -1.579], [-0.071, 0.048, 1.139], [-1.070, -1.062, 3.609], [2.188, 0.586, -1.639], [0.768, 0.318, 0.674], [-0.678, -0.371, -0.277], [-0.406, -0.792, 0.180], [-0.166, -0.316, -0.102], [-1.095, 0.114, 0.582], [0.309, 0.451, 0.098], [-1.050, -0.087, 0.722], [-1.550, -0.620, 1.419], [-0.384, 0.409, 0.644], [0.562, 0.549, 0.689], [-1.494, -0.496, -1.842], [0.282, -0.159, 0.297], [0.410, 0.155, -0.659], [-1.063, 0.295, -2.581], [-0.977, -1.013, -0.328], [0.959, 1.283, 0.705], [0.371, -0.320, -0.065]], "lumo_energy_ha": -0.1204, "total_charge": 1, "gap_ev": 9.422, "energy_ha": -429.98107}